[1]
Molecular formula: C4H8O2
Method: DFT, ωB97M-V/def2-TZVPD

Properties
HOMO level	-8.21	eV
LUMO	0.72	eV
spin multiplicity	1

Last column: Löwdin charge in e.
Atoms and positions in Å:
O1 2.11338 0.97932 0.02900  -0.049
C1 1.30926 -0.17580 0.09149  -0.264
C2 -0.10032 0.25624 0.42096  -0.169
C3 -1.37999 0.78563 -1.08663  -0.001
O2 -1.53884 -0.61142 -1.07156  -0.192
C4 -1.14239 -0.86145 0.25744  -0.216
H1 2.95270 0.74841 -0.38454  0.095
H2 1.65432 -0.86953 0.87579  0.132
H3 1.29506 -0.72190 -0.86369  0.138
H4 -0.15481 0.86021 1.32649  0.140
H5 -2.06525 1.21082 -0.31656  0.059
H6 -0.21627 1.01265 -0.59159  0.075
H7 -1.98185 -0.73198 0.95727  0.126
H8 -0.74500 -1.88119 0.35613  0.128

***

[2]
Molecular formula: C4H8O2
Method: DFT, ωB97M-V/def2-TZVPD

Properties
SMILES	C=C/C=C/O.O
HOMO level	-7.92	eV
LUMO	0.53	eV
spin multiplicity	1

Last column: Löwdin charge in e.
Atoms and positions in Å:
C1 -0.81610 -2.31541 1.95062  -0.010
C2 -0.41786 -1.58419 0.88945  -0.211
C3 -1.04803 -0.59885 0.01409  -0.094
C4 -0.65265 -0.66918 -1.26663  -0.212
O1 -0.91476 0.30206 -2.18454  0.013
H1 -0.87678 -3.39251 1.98198  0.050
H2 -1.27326 -1.80584 2.80075  0.045
H3 0.43473 -2.06260 0.40733  0.084
H4 -1.59263 0.24583 0.42212  0.112
H5 -0.35633 -1.64991 -1.62616  0.122
H6 -0.48519 0.02945 -3.00339  0.100
O2 2.52536 4.64309 0.21869  -0.064
H7 2.66866 3.72476 -0.04261  0.033
H8 2.80483 5.13329 -0.56170  0.030

***

[3]
Molecular formula: C4H8O2
Method: DFT, ωB97M-V/def2-TZVPD

Properties
SMILES	OC1C=C1.CO
HOMO level	-8.78	eV
LUMO	0.98	eV
spin multiplicity	1

Last column: Löwdin charge in e.
Atoms and positions in Å:
O1 0.09250 -2.32590 -0.71105  -0.030
C1 1.09447 -1.34622 -0.54491  -0.358
C2 0.81084 0.09009 -0.45376  -0.086
C3 1.21481 -0.51307 0.66527  -0.040
H1 -0.10442 -2.68154 0.16230  0.086
H2 1.97222 -1.58531 -1.14218  0.130
H3 0.87833 0.97664 -1.06769  0.128
H4 1.93021 -0.30891 1.43826  0.084
C4 -1.41749 1.54986 0.17339  -0.123
O2 -1.15195 0.20796 -0.18350  -0.141
H5 -1.32596 2.16394 -0.72878  0.090
H6 -0.71327 1.92589 0.93018  0.094
H7 -2.43909 1.59258 0.54643  0.083
H8 -0.81514 -0.26542 0.60827  0.083

***

Let's list relative energy (zero: lowest compared OMol25 entry of this formula, charge and spin) in order: 134.1; 84.0; 119.0 kcal per mole.